(1)
{
  "formula": "C30H37N2O3PdSTe",
  "method": "the ωB97M-V functional and the def2-TZVPD basis",
  "homo_ev": [-13.7, -13.7],
  "multiplicity": 2,
  "charge": 2,
  "de_lowest_kcal_mol": 0.00,
  "homo_lumo_gap_ev": [7.58, 6.60],
  "lumo_ev": [-6.11, -7.08],
  "elements": ["Pd", "N", "C", "O", "C", "C", "H", "H", "H", "H", "H", "H", "C", "C", "C", "C", "C", "C", "Te", "N", "C", "O", "C", "C", "C", "C", "C", "C", "C", "C", "C", "C", "C", "C", "C", "C", "C", "C", "H", "H", "H", "H", "H", "H", "H", "H", "H", "H", "H", "H", "H", "H", "H", "H", "H", "H", "H", "H", "H", "H", "H", "O", "S", "C", "C", "C", "C", "H", "H", "H", "H", "H", "H", "H", "H"],
  "positions_angstrom": [[-1.778, 1.826, 0.937], [-1.492, 1.832, 4.988], [-1.956, 1.959, 3.757], [-1.908, 1.008, 2.944], [-2.633, 3.238, 3.339], [-2.509, 3.482, 1.837], [-1.081, 0.956, 5.275], [-1.554, 2.580, 5.658], [-2.229, 4.089, 3.889], [-3.680, 3.134, 3.634], [-1.715, 4.178, 1.578], [-3.443, 3.731, 1.340], [4.055, -6.239, -1.014], [3.200, -5.011, -0.887], [3.017, -4.386, 0.341], [2.210, -3.264, 0.479], [2.043, -2.632, 1.835], [1.617, -2.768, -0.682], [0.333, -1.031, -0.730], [0.016, 0.485, 0.515], [0.776, 1.490, 0.930], [0.077, 2.509, 1.323], [2.240, 1.622, 1.001], [2.778, 2.866, 1.339], [4.150, 3.032, 1.406], [4.995, 1.962, 1.134], [4.465, 0.723, 0.800], [3.093, 0.557, 0.743], [1.320, 0.103, -2.189], [2.693, -0.065, -2.348], [3.392, 0.770, -3.201], [2.709, 1.765, -3.888], [1.340, 1.909, -3.735], [0.610, 1.087, -2.879], [-0.881, 1.282, -2.770], [1.724, -3.375, -1.941], [1.053, -2.920, -3.213], [2.549, -4.494, -1.999], [4.466, -6.540, -0.053], [4.883, -6.065, -1.702], [3.472, -7.070, -1.413], [3.511, -4.785, 1.219], [2.336, -3.327, 2.619], [1.004, -2.346, 2.024], [2.665, -1.748, 1.950], [2.117, 3.697, 1.534], [4.564, 3.995, 1.670], [6.067, 2.091, 1.199], [5.122, -0.112, 0.595], [2.695, -0.422, 0.525], [3.214, -0.853, -1.817], [4.458, 0.646, -3.328], [3.244, 2.424, -4.558], [0.817, 2.673, -4.297], [-1.298, 1.546, -3.741], [-1.114, 2.108, -2.091], [-1.402, 0.391, -2.419], [0.084, -2.446, -3.050], [0.884, -3.780, -3.858], [1.679, -2.211, -3.755], [2.666, -4.986, -2.958], [-3.508, 0.952, 0.250], [-4.632, 0.421, 1.176], [-5.884, 1.742, 1.283], [-6.952, 1.446, 0.234], [-7.064, -0.074, 0.175], [-5.634, -0.587, 0.049], [-5.351, 2.678, 1.127], [-6.276, 1.712, 2.301], [-6.636, 1.836, -0.734], [-7.897, 1.921, 0.493], [-7.668, -0.417, -0.663], [-7.521, -0.458, 1.090], [-5.205, -0.404, -0.937], [-5.504, -1.633, 0.317]],
  "lowdin_spin": [0.72, 0.01, 0.01, 0.13, 0.00, 0.02, 0.00, 0.00, 0.00, 0.00, 0.00, 0.00, 0.00, 0.00, 0.00, 0.00, 0.00, 0.00, 0.00, 0.00, 0.01, 0.04, 0.00, 0.00, 0.00, 0.00, 0.00, 0.00, 0.00, 0.00, 0.00, 0.00, 0.00, 0.00, 0.01, 0.00, 0.00, 0.00, 0.00, 0.00, 0.00, 0.00, 0.00, 0.00, 0.00, 0.00, 0.00, 0.00, 0.00, 0.00, 0.00, 0.00, 0.00, 0.00, 0.00, 0.00, 0.00, 0.00, 0.00, 0.00, 0.00, 0.03, 0.00, 0.00, 0.00, 0.00, 0.00, 0.00, 0.00, 0.00, 0.00, 0.00, 0.00, 0.00, 0.00]
}

---

(2)
{
  "formula": "C30H37N4PS4Sr",
  "method": "the ωB97M-V functional and the def2-TZVPD basis",
  "homo_ev": -6.2,
  "de_lowest_kcal_mol": 29.70,
  "homo_lumo_gap_ev": 5.84,
  "lumo_ev": -0.34,
  "elements": ["Sr", "C", "C", "C", "C", "C", "C", "H", "H", "H", "H", "H", "H", "S", "C", "C", "C", "C", "C", "C", "S", "H", "H", "H", "H", "C", "C", "C", "C", "C", "C", "C", "C", "C", "S", "C", "N", "H", "H", "H", "H", "H", "H", "H", "H", "C", "S", "C", "H", "H", "H", "H", "H", "H", "C", "N", "C", "N", "C", "N", "C", "P", "C", "C", "H", "H", "H", "H", "H", "H", "H", "H", "H", "H", "H", "H", "H"],
  "positions_angstrom": [[0.241, 0.246, -0.933], [2.338, -1.115, 2.233], [1.663, -2.294, 1.949], [1.730, -2.837, 0.676], [2.498, -2.215, -0.301], [3.179, -1.041, -0.018], [3.084, -0.476, 1.249], [2.283, -0.693, 3.229], [1.049, -2.766, 2.703], [1.163, -3.727, 0.439], [2.562, -2.642, -1.295], [3.761, -0.549, -0.784], [3.596, 0.454, 1.459], [2.568, 1.226, -2.336], [1.843, 2.787, -2.716], [2.071, 3.333, -3.987], [1.567, 4.561, -4.372], [0.808, 5.304, -3.477], [0.571, 4.792, -2.214], [1.063, 3.546, -1.812], [0.649, 3.005, -0.170], [2.673, 2.757, -4.678], [1.770, 4.940, -5.366], [0.406, 6.270, -3.757], [-0.012, 5.363, -1.500], [-0.131, -0.330, -4.272], [-0.972, -1.454, -3.743], [-1.621, -2.318, -4.655], [-2.432, -3.295, -4.169], [-2.635, -3.416, -2.776], [-3.504, -4.400, -2.259], [-3.702, -4.466, -0.909], [-3.055, -3.562, -0.054], [-2.187, -2.579, -0.502], [-1.502, -1.488, 0.680], [-1.955, -2.512, -1.921], [-1.110, -1.565, -2.439], [-0.049, -0.371, -5.356], [0.878, -0.317, -3.854], [-0.574, 0.640, -4.018], [-1.458, -2.185, -5.715], [-2.944, -3.980, -4.835], [-4.000, -5.077, -2.943], [-4.365, -5.208, -0.484], [-3.239, -3.616, 1.011], [-2.636, 2.879, -2.092], [-2.547, 1.515, -0.910], [-3.859, 0.458, -1.540], [-2.642, 2.499, -3.113], [-1.741, 3.480, -1.943], [-3.524, 3.490, -1.934], [-4.833, 0.934, -1.439], [-3.842, -0.453, -0.944], [-3.676, 0.208, -2.585], [-1.712, 4.198, 4.347], [-1.148, 4.050, 2.946], [0.378, 4.256, 3.019], [0.958, 3.346, 3.941], [0.355, 3.500, 5.255], [-1.092, 3.285, 5.248], [-1.422, 1.883, 4.951], [-0.827, 1.282, 3.290], [-1.525, 2.718, 2.354], [0.897, 1.963, 3.447], [-2.786, 4.024, 4.284], [-1.515, 5.228, 4.653], [-1.520, 4.778, 2.336], [0.509, 5.287, 3.354], [0.755, 4.119, 2.001], [0.552, 4.514, 5.612], [0.811, 2.791, 5.945], [-2.506, 1.755, 5.010], [-0.992, 1.260, 5.737], [-2.615, 2.665, 2.340], [-1.174, 2.723, 1.319], [1.394, 1.916, 2.474], [1.461, 1.325, 4.130]],
  "mulliken_charge": [0.80, -0.12, -0.61, 0.02, -0.50, -0.66, -0.40, 0.42, 0.36, 0.35, 0.36, 0.55, 0.35, -0.42, 0.21, -0.75, -0.60, -0.68, -0.58, 0.13, -0.15, 0.44, 0.36, 0.37, 0.34, -1.01, 0.51, -0.90, -0.91, 1.14, -0.87, -0.65, -0.47, 0.97, -0.26, -1.81, 0.75, 0.43, 0.18, 0.12, 0.44, 0.39, 0.36, 0.36, 0.47, -0.66, 0.28, -0.96, 0.30, -0.06, 0.41, 0.46, 0.18, 0.21, -0.76, 0.13, -0.61, 0.21, -0.96, 0.16, -1.15, 0.58, 0.16, -0.69, 0.37, 0.36, 0.35, 0.35, 0.01, 0.31, 0.38, 0.42, 0.46, 0.49, -0.33, 0.30, 0.44]
}

---

Which formula does entry 2 have?
C30H37N4PS4Sr